# 1
Here is a 14-piece molecular cluster, C48H88Br2ClF18N16P3 overall from the OMol25 dataset. Energies are from ωB97M-V/def2-TZVPD.

Its frontier orbital gap is 0.219 hartree. Its largest force on an atom is 7.6 eV Å⁻¹. Its charge is +2. Its spin multiplicity is 1.

Geometry as XYZ:
```
176
Properties=species:S:1:pos:R:3:forces:R:3
C 6.32761 16.09795 1.58365 0.8 -1.1 1.2
C 7.46764 16.18068 2.65092 0.0 0.6 -1.3
N 8.62652 15.28563 2.34747 -0.4 -2.4 -0.6
C 9.76520 15.23765 3.09129 1.7 -0.3 -0.5
C 10.63468 14.31278 2.52507 -1.2 0.6 -0.6
N 9.97754 13.76650 1.41065 -1.3 2.1 2.7
C 8.70486 14.27101 1.43533 1.1 1.4 -0.7
C 10.57155 12.73407 0.61856 -0.3 -1.1 -0.8
H 5.67756 16.96376 1.70970 0.1 -0.2 -0.2
H 5.77960 15.17124 1.75394 -0.3 0.2 0.1
H 6.72725 15.99724 0.57457 0.1 0.6 0.0
H 7.15684 16.05045 3.68752 -0.2 -0.5 -0.3
H 7.89145 17.18254 2.58194 0.2 0.1 0.0
H 9.91454 15.95160 3.88777 0.1 -0.3 0.0
H 11.63338 13.95541 2.72826 -0.1 0.2 0.4
H 7.98578 14.10921 0.64594 -0.1 -0.2 0.3
H 9.83177 11.93404 0.59020 0.5 -0.5 0.1
H 11.51142 12.43357 1.08164 -0.4 -0.3 0.3
H 10.80290 12.97526 -0.41894 -0.3 0.7 0.0
C 11.55786 8.56927 6.96616 -0.3 -0.3 0.5
C 11.44099 7.43262 5.96628 -2.0 -0.3 0.5
N 12.66173 7.24318 5.29276 5.9 -0.3 -4.8
C 13.97836 7.01000 5.80857 -0.3 0.5 -0.2
C 14.91901 6.92255 4.79089 -2.0 0.5 1.6
N 14.23456 7.16208 3.63655 -4.3 -0.7 2.5
C 12.88881 7.34698 3.90911 0.9 -0.3 2.7
C 14.79557 7.21321 2.38766 1.9 1.0 -3.5
H 12.04683 8.20030 7.86775 0.4 0.2 -0.1
H 10.59687 8.92585 7.33691 -0.1 -0.1 -0.3
H 12.08065 9.40750 6.50555 0.0 0.0 0.1
H 10.64877 7.54355 5.22589 0.3 0.7 -0.4
H 11.13833 6.45762 6.34820 0.4 0.0 0.8
H 14.18772 7.12948 6.86132 -0.2 -0.6 0.0
H 15.98974 6.78127 4.79284 -0.2 0.0 0.2
H 12.10365 7.61914 3.21929 0.1 -0.2 -0.2
H 14.13364 7.03087 1.54108 -0.5 0.1 0.5
H 15.62893 6.54107 2.18318 -0.1 -0.4 0.7
H 15.23242 8.20460 2.26763 0.0 0.2 -0.3
C 13.49827 10.38385 -0.03031 -0.6 0.6 0.5
C 13.03905 9.21576 -0.90633 1.6 -0.2 1.8
N 11.69286 9.30959 -1.31850 -5.9 0.0 -0.4
C 11.19136 9.86080 -2.49795 -2.1 -1.2 0.3
C 9.79762 9.59588 -2.54119 1.0 1.3 1.0
N 9.38247 9.04466 -1.32897 5.7 0.4 -0.1
C 10.56643 8.85114 -0.61679 -0.3 0.1 -1.6
C 8.07569 8.52657 -0.99377 -0.1 -0.8 -0.3
H 12.85595 10.62503 0.81665 -0.8 -0.5 0.0
H 13.49943 11.31673 -0.59409 0.6 0.0 -0.2
H 14.40134 10.20035 0.55183 0.5 -0.1 -0.9
H 13.06654 8.30989 -0.30074 0.4 -0.1 -0.2
H 13.69421 9.09675 -1.76929 -0.2 -0.1 0.0
H 11.85368 10.30330 -3.22728 -0.2 0.0 0.0
H 8.98301 9.92368 -3.16997 0.5 0.0 -0.6
H 10.56742 8.22975 0.26654 0.2 0.1 0.4
H 7.35021 9.33261 -0.88394 0.1 -0.2 0.3
H 8.20742 7.86483 -0.13771 -0.4 0.4 0.3
H 7.79616 7.87825 -1.82423 -0.3 0.1 0.0
C 7.80662 10.31459 2.43586 0.1 0.2 0.2
C 8.00043 10.70702 3.92275 -0.6 1.5 -2.6
N 7.89196 9.62775 4.80230 -1.1 -4.6 2.2
C 7.97944 9.79920 6.15376 0.6 0.8 0.7
C 7.91939 8.60767 6.76159 -0.5 -0.9 1.1
N 7.69235 7.63405 5.82040 0.5 0.0 -2.0
C 7.65359 8.27961 4.61391 0.7 1.3 0.2
C 7.82746 6.13190 6.01081 -0.8 1.2 0.2
H 6.84593 9.86583 2.18330 -0.2 -0.2 0.6
H 8.57447 9.63203 2.07170 0.2 0.0 0.2
H 7.80455 11.21079 1.81543 0.3 0.2 0.2
H 7.23851 11.43564 4.19968 -0.1 0.0 -0.1
H 8.96220 11.18509 4.10859 0.3 -0.2 -0.3
H 8.12253 10.74761 6.65019 -0.1 0.2 0.0
H 7.94860 8.34167 7.80791 0.1 0.3 0.0
H 7.52932 7.85802 3.62739 0.1 -0.3 0.1
H 6.87330 5.72667 6.34770 -0.3 0.1 -0.3
H 8.51006 5.90906 6.83087 0.4 0.3 -0.4
H 8.11772 5.67348 5.06545 0.2 0.3 0.1
C 3.65945 5.21912 5.49104 -0.3 0.4 0.6
C 2.61832 6.36435 5.56177 -0.7 -1.6 -0.8
N 3.15968 7.60574 6.04526 2.9 3.9 3.3
C 3.89440 8.54560 5.27383 -0.2 -0.3 1.8
C 4.44098 9.50124 6.12608 -0.2 -0.7 -1.0
N 4.17538 9.21322 7.45133 -2.9 -3.4 -1.9
C 3.35562 8.04914 7.39477 1.3 1.1 -2.0
C 4.66024 9.90574 8.66539 0.0 -0.2 0.4
H 4.47207 5.58410 4.86291 0.3 -0.1 0.3
H 3.30051 4.29092 5.04639 -0.5 0.3 -0.3
H 3.94163 4.92324 6.50146 0.5 0.2 0.1
H 1.72663 6.11209 6.13565 0.2 -0.1 0.2
H 2.26801 6.48326 4.53646 0.0 0.6 0.1
H 4.01665 8.39817 4.21095 -0.2 0.3 -0.1
H 4.97538 10.37855 5.79273 0.1 0.1 0.3
H 2.99378 7.57316 8.29417 -0.1 -0.1 -0.2
H 4.23933 9.45691 9.56511 -0.1 -0.4 -0.3
H 4.38145 10.95690 8.73923 0.1 0.0 -0.7
H 5.74460 9.80294 8.70644 0.0 0.3 -0.1
C 10.31415 18.94952 6.25468 -0.9 0.0 0.6
C 9.52634 18.25836 7.43246 2.0 0.8 0.0
N 9.26295 16.85816 7.13913 0.1 -3.6 0.5
C 8.11132 16.35971 6.57618 -1.0 -0.4 -0.6
C 8.18155 14.97967 6.35038 1.7 2.5 -0.3
N 9.51114 14.69889 6.66256 -1.5 1.6 2.3
C 10.05137 15.73012 7.32701 -0.4 2.3 -1.6
C 10.21477 13.48442 6.69345 1.1 -2.6 0.2
H 10.49659 19.99559 6.50077 -0.7 0.2 -0.1
H 9.69494 18.83286 5.36525 0.2 0.4 -0.2
H 11.33740 18.63910 6.04325 -0.2 -0.9 0.3
H 8.62573 18.78587 7.74668 -0.2 -0.2 -0.7
H 10.14809 18.35389 8.32263 0.1 -0.5 0.1
H 7.33657 17.07927 6.35621 -0.3 -0.4 0.0
H 7.52794 14.27073 5.86397 -0.1 0.1 0.2
H 11.02481 15.74253 7.79461 -0.1 -0.1 -0.1
H 11.11861 13.61610 6.09862 0.0 -0.4 0.1
H 9.67237 12.58293 6.40844 -0.4 0.6 -0.7
H 10.41619 13.17526 7.71910 0.3 0.4 0.2
C 10.61483 -1.22650 5.70323 -0.2 -0.4 0.5
C 9.15106 -1.08860 6.19266 0.6 -0.3 -2.0
N 8.94113 -0.20998 7.29401 -0.5 3.1 3.5
C 9.16431 -0.51302 8.65758 -0.5 1.6 -0.3
C 8.79782 0.59877 9.40185 -0.5 -0.7 -0.9
N 8.27662 1.57071 8.57269 2.6 -3.8 -3.9
C 8.46592 1.09114 7.23191 0.1 -1.4 3.3
C 7.57090 2.73484 8.94888 -1.0 1.0 -0.4
H 11.13079 -0.30706 5.42663 -0.2 0.0 0.4
H 10.69057 -1.92449 4.86946 -0.4 0.0 -0.2
H 11.15188 -1.75807 6.48880 0.3 0.4 0.1
H 8.79058 -2.09479 6.40654 -0.2 0.2 0.4
H 8.49037 -0.67085 5.43300 0.1 -0.2 -0.4
H 9.51093 -1.47121 9.01551 0.1 0.1 -0.3
H 8.77891 0.76983 10.46806 0.1 -0.3 -0.1
H 8.26533 1.60170 6.30159 -0.1 0.1 0.2
H 7.67473 2.95830 10.01066 0.3 0.0 -0.2
H 6.52384 2.52038 8.73493 -0.2 0.3 0.2
H 7.90018 3.54412 8.29717 0.1 0.2 0.4
C 7.56180 -1.08884 1.33378 -0.6 -0.5 1.0
C 8.68287 -0.56825 2.20951 0.0 1.0 -1.1
N 8.42290 0.85899 2.72689 0.2 -0.4 0.8
C 9.32997 1.56385 3.52869 -1.0 0.4 -1.2
C 8.77027 2.81249 3.70073 0.7 -0.1 0.4
N 7.51003 2.84653 3.12737 2.9 -2.4 -0.5
C 7.34793 1.64868 2.55971 -0.5 -0.7 -0.8
C 6.64430 3.97817 3.10286 -1.2 0.1 0.1
H 7.21454 -0.30762 0.65761 0.1 -0.3 -0.2
H 6.72431 -1.47515 1.91471 -0.2 0.3 0.0
H 7.92689 -1.96381 0.79597 0.1 0.3 -0.3
H 9.49668 -0.55435 1.48451 0.5 0.9 0.4
H 9.04609 -1.24420 2.98363 -0.6 0.3 0.4
H 10.27707 1.08672 3.73302 0.0 0.6 0.3
H 9.17915 3.73114 4.09479 0.2 -0.1 0.2
H 6.47534 1.33996 2.00322 0.0 0.2 0.1
H 6.13952 3.90747 4.06636 -0.4 0.7 -0.1
H 5.94323 3.82679 2.28208 -0.2 0.3 0.2
H 7.18064 4.91628 2.96009 0.2 -0.1 0.0
Cl 9.62247 6.35945 2.48961 -0.1 0.1 0.0
P 5.04181 13.46280 4.43208 -1.8 0.8 1.5
F 6.50375 13.60327 3.69992 -0.4 0.0 -1.1
F 4.79843 11.95425 3.84415 0.6 0.8 0.4
F 5.94781 12.86902 5.68331 -0.7 -0.1 -0.1
F 3.69056 13.35359 5.37840 1.2 -0.3 -1.1
F 5.22898 15.00694 4.99649 0.4 -0.7 -0.2
F 4.18541 14.08708 3.18545 1.1 -0.7 0.6
P 11.69511 3.10082 6.81344 0.0 2.4 -0.1
F 11.29296 1.89750 5.76493 -0.9 0.2 0.8
F 11.39156 2.16441 8.11001 1.3 -0.3 -0.5
F 13.21047 2.65955 6.66223 -0.1 0.2 0.9
F 11.99456 4.47813 7.67871 1.9 -1.1 0.3
F 11.84639 4.06653 5.46536 -0.6 -0.5 0.6
F 10.17502 3.63186 7.13303 -2.0 -0.7 -2.1
P 4.13597 6.98493 1.31425 -1.8 1.9 -1.2
F 2.54177 6.97262 0.81708 1.5 -0.3 -0.7
F 4.36800 5.43695 0.85296 0.9 1.2 -0.4
F 4.63882 7.65436 -0.07494 0.1 -1.3 0.2
F 5.65182 7.24149 1.98476 -0.2 -1.7 -0.5
F 3.86583 8.47456 1.85719 -0.4 0.9 0.5
F 3.56467 6.40090 2.65557 0.3 -0.8 2.5
Br 7.94580 12.07906 9.16537 0.1 -0.2 -0.5
Br 11.82343 10.97562 3.59343 -0.1 -0.1 -0.2
```
Positions in Å, forces in eV/Å.

# 2
Here is an isolated ion of composition C34H27F4Si and charge +1 from the OMol25 dataset. Energies are from ωB97M-V/def2-TZVPD.

Its frontier orbital gap is 0.231 hartree. Its largest force on an atom is 3.4 eV Å⁻¹. Its charge is +1. Its spin multiplicity is 1.

Geometry as XYZ:
```
66
Properties=species:S:1:pos:R:3:forces:R:3
C -3.88378 2.76203 0.95767 0.2 -0.3 0.0
C -3.64951 1.81264 1.96138 0.0 0.0 -0.3
C -2.98249 0.62083 1.65598 -0.2 0.3 0.0
C -2.54263 0.37568 0.34999 0.6 0.4 0.0
Si -1.69855 -1.20700 -0.10822 -3.1 -0.7 1.1
C -1.69141 -2.31885 1.39666 0.7 0.0 -0.1
C -2.48177 -3.47667 1.42880 0.0 0.0 0.3
C -2.51139 -4.28012 2.57454 0.1 0.3 0.0
C -1.73524 -3.94215 3.68864 0.0 0.1 -0.4
C -0.92033 -2.80502 3.65100 0.0 0.2 -0.2
C -0.89366 -1.99629 2.50699 -0.2 -0.5 0.3
C -2.80834 -2.02167 -1.36492 0.4 0.1 -0.6
C -4.18175 -1.73247 -1.32308 -0.2 -0.2 -0.2
C -5.08040 -2.41922 -2.14989 0.4 0.0 0.1
C -4.60510 -3.38957 -3.03995 0.3 0.2 0.3
C -3.23237 -3.66442 -3.10418 0.1 0.1 0.1
C -2.33348 -2.97713 -2.27599 -0.7 -0.1 -0.1
C 0.07432 -1.02870 -0.70868 3.1 1.3 -0.8
C 0.57668 0.32099 -0.84652 -0.6 -1.4 0.0
C 1.42611 0.99179 0.13904 -1.1 0.0 1.3
C -2.77272 1.32817 -0.65221 -0.2 0.5 0.3
C -3.45085 2.51674 -0.35301 0.1 -0.2 0.0
H -4.39238 3.69726 1.19921 0.1 -0.3 -0.1
H -3.98462 1.99753 2.98353 0.1 0.0 -0.3
H -2.80905 -0.12075 2.43723 -0.1 0.2 -0.2
H -3.08057 -3.75158 0.55678 0.2 0.1 0.3
H -3.14335 -5.16770 2.58874 0.2 0.2 0.0
H -1.75472 -4.57209 4.57712 0.0 0.2 -0.2
H -0.30498 -2.53527 4.50971 -0.2 -0.1 -0.2
H -0.25204 -1.10846 2.48487 -0.2 -0.2 0.1
H -4.56102 -0.96913 -0.63937 0.1 -0.3 -0.2
H -6.14403 -2.19063 -2.09077 0.3 -0.1 -0.1
H -5.30199 -3.92462 -3.68438 0.2 0.1 0.2
H -2.85530 -4.41785 -3.79607 -0.1 0.2 0.1
H -1.26335 -3.19201 -2.33056 -0.3 -0.1 -0.1
H 0.64749 -1.62219 0.02791 -0.3 0.3 -0.2
H 0.04822 -1.52239 -1.69226 -0.3 0.1 0.1
H 0.31218 0.87089 -1.74559 -0.1 0.0 -0.1
H 1.03570 2.00329 0.34594 0.0 -0.2 -0.2
H 1.36328 0.40392 1.07156 0.1 0.3 -0.2
H -2.42646 1.14205 -1.67329 -0.2 0.1 0.2
H -3.63581 3.24532 -1.14487 0.0 -0.2 0.3
F 4.40388 4.74736 -3.26437 -0.8 -1.4 0.2
C 3.89057 3.47848 -3.10085 0.3 0.8 -0.1
C 3.80377 2.65871 -4.21742 -0.1 -0.3 0.5
C 3.30858 1.37628 -3.99380 -0.4 -0.3 -0.6
F 3.11298 0.54957 -5.07585 0.2 0.8 1.2
C 2.97352 0.91272 -2.72648 0.2 -0.1 -0.1
C 3.16109 1.73512 -1.60387 -0.5 0.4 -0.3
C 2.91228 1.09086 -0.23049 1.4 -0.3 -0.5
C 3.74408 1.57308 0.98472 -0.3 0.1 0.7
C 3.90397 0.63379 2.02086 0.1 0.1 0.1
C 4.53376 1.00093 3.20860 -0.2 -0.5 0.7
F 4.58640 0.09482 4.24367 0.0 0.8 -1.2
C 5.06440 2.26510 3.44363 -0.3 -0.1 -0.6
C 4.89555 3.16564 2.40303 0.2 0.9 0.1
F 5.35471 4.45482 2.58477 -0.5 -1.5 -0.3
C 4.24033 2.86409 1.20357 0.0 0.1 0.0
C 3.49664 3.08018 -1.81953 0.2 -0.2 -0.1
H 4.08370 2.99627 -5.20437 0.0 0.0 0.0
H 2.55757 -0.09190 -2.61084 0.4 0.1 -0.1
H 3.23067 0.03824 -0.35314 0.0 0.4 -0.1
H 3.51825 -0.38064 1.90617 0.2 0.2 0.2
H 5.54856 2.54069 4.37567 -0.1 -0.1 -0.2
H 4.11256 3.66384 0.47849 0.3 -0.3 0.6
H 3.44362 3.81676 -1.02166 0.2 -0.2 -0.6
```
Positions in Å, forces in eV/Å.

# 3
Here is a 4-piece molecular cluster, C4H11N5 overall from the OMol25 dataset. Energies are from ωB97M-V/def2-TZVPD.

Its frontier orbital gap is 0.319 hartree. Its largest force on an atom is 5.9 eV Å⁻¹. Its charge is 0. Its spin multiplicity is 1.

Geometry as XYZ:
```
20
Properties=species:S:1:pos:R:3:forces:R:3
C -2.76665 -0.79833 0.06482 1.3 -3.9 3.2
C -0.65898 0.02712 0.10865 5.2 0.6 -2.1
C 2.25432 -0.67304 0.28977 1.5 3.8 -1.7
C 1.88533 0.84694 -0.17268 -3.5 -2.9 3.7
H -2.74471 -1.20812 -0.94667 -1.7 -0.4 0.2
H -1.83964 -1.86639 0.67035 -3.1 2.8 -1.3
H -3.92336 -1.00684 1.00788 3.5 1.5 -3.5
H -0.56828 -1.84218 -1.06646 1.0 2.5 3.7
H 1.36492 -2.43528 0.15670 0.6 -4.3 2.0
H 3.27931 -0.52320 -0.33765 -1.9 -1.9 1.4
H 2.49426 -0.76590 1.34987 -0.1 0.2 0.0
H 1.98751 0.79237 -1.20422 0.3 0.8 -1.9
H 2.57180 1.41411 0.46142 -0.6 0.7 -0.7
H -0.41651 2.88427 0.81424 0.2 -1.4 -3.0
H -1.60800 1.89604 -0.41840 4.1 0.7 1.1
N -1.86546 0.34270 -0.06203 -2.7 -0.3 1.9
N -0.17988 -1.32012 -0.07925 0.6 -0.9 -2.6
N 1.29604 -1.58422 -0.20514 -1.6 3.6 -2.6
N 0.34585 1.09652 0.20778 -0.7 -1.2 -0.5
N -0.29389 2.35726 -0.17999 -2.5 -0.1 2.5
```
Positions in Å, forces in eV/Å.

no.,highest occupied orbital energy (eV)
1,-10.03
2,-11.98
3,-8.10